No. 1
{"formula": "C43H40AsF3I2N5O3P2SSr", "method": "ωB97M-V with the def2-TZVPD basis set", "elements": ["H", "C", "C", "H", "H", "O", "S", "H", "H", "C", "C", "C", "C", "C", "Sr", "C", "H", "F", "C", "C", "C", "H", "C", "N", "C", "F", "H", "H", "H", "H", "N", "C", "C", "C", "H", "H", "N", "C", "N", "H", "C", "C", "H", "C", "O", "C", "H", "C", "C", "C", "C", "As", "C", "C", "H", "P", "H", "H", "C", "H", "N", "H", "C", "H", "F", "H", "H", "C", "H", "H", "H", "H", "C", "H", "C", "H", "H", "H", "C", "C", "C", "C", "I", "C", "H", "C", "C", "H", "H", "P", "H", "H", "H", "H", "C", "C", "H", "O", "I", "C", "C"], "xyz": [[7.685, 2.245, 16.839], [2.846, -2.623, 19.772], [7.310, 4.331, 17.041], [13.481, 2.179, 15.952], [5.356, 1.380, 20.926], [9.239, 4.162, 19.581], [11.454, -0.837, 19.765], [13.606, 4.688, 16.031], [7.602, -2.074, 15.324], [3.188, -1.284, 19.871], [5.961, 4.957, 18.967], [5.883, 3.661, 19.392], [12.298, 6.298, 17.846], [6.760, -1.488, 15.807], [9.467, 1.740, 20.120], [6.046, -2.669, 19.296], [7.489, -0.217, 23.945], [13.043, -3.402, 23.116], [1.343, -0.656, 18.445], [7.255, 3.012, 17.471], [6.067, 0.013, 17.499], [6.238, -0.743, 25.035], [11.274, 4.147, 18.337], [11.194, 2.800, 18.299], [10.026, 0.270, 23.132], [11.767, -4.091, 21.514], [3.983, 0.612, 17.405], [9.450, 1.138, 23.348], [5.754, 1.547, 28.009], [3.428, -3.384, 20.319], [8.169, 3.129, 23.179], [10.245, 4.829, 19.148], [11.464, 6.910, 18.713], [11.997, 2.104, 17.497], [9.167, -3.934, 19.570], [0.743, 0.106, 17.945], [9.351, 3.362, 22.371], [1.040, -2.041, 18.227], [5.158, 0.714, 20.165], [5.619, 2.126, 26.438], [5.835, 1.205, 26.972], [8.295, -2.556, 21.057], [9.233, 4.243, 21.835], [12.831, 2.770, 16.579], [7.358, 1.710, 21.572], [8.290, -3.345, 19.917], [7.046, -1.146, 22.227], [7.038, -0.716, 16.898], [6.611, 5.309, 17.795], [7.853, -1.115, 27.189], [11.541, -1.900, 22.323], [7.663, 0.673, 26.428], [12.951, 4.126, 16.660], [1.745, -2.995, 18.915], [7.135, -1.915, 26.879], [4.623, -0.726, 20.968], [5.294, -1.959, 14.266], [2.641, 0.669, 19.460], [6.504, 2.638, 18.559], [3.487, -0.672, 15.393], [10.462, 0.230, 21.867], [11.548, 7.943, 18.864], [11.059, -1.817, 23.625], [11.287, -2.693, 24.342], [13.482, -2.843, 21.176], [7.853, -1.055, 28.322], [8.055, -0.730, 17.358], [12.243, 4.881, 17.621], [7.869, 3.883, 23.774], [0.296, -2.274, 17.416], [5.098, 0.533, 26.592], [6.667, 6.340, 17.543], [7.064, 2.592, 22.423], [5.357, 5.693, 19.548], [4.786, 0.031, 16.960], [9.020, -2.572, 21.855], [6.164, 0.962, 24.419], [5.208, -2.731, 18.587], [12.438, -3.025, 21.982], [10.293, -0.739, 23.989], [7.183, -3.358, 19.052], [6.040, -1.868, 20.462], [9.060, 7.111, 20.635], [2.440, -0.302, 19.197], [11.959, 1.041, 17.553], [6.838, 0.118, 24.731], [11.180, -0.836, 21.443], [5.293, 3.375, 20.305], [9.823, -0.672, 24.963], [6.521, 0.827, 19.115], [1.544, -4.009, 18.724], [8.830, -1.451, 26.861], [10.166, 3.457, 22.996], [7.945, 4.717, 16.255], [4.497, -0.674, 15.817], [7.153, -1.762, 21.298], [7.256, -3.955, 18.144], [5.934, 3.026, 22.721], [14.023, 7.361, 17.151], [10.401, 6.206, 19.325], [5.516, -1.444, 15.213]], "de_lowest_ev": 0.880, "homo_energy_ha": -0.19088, "charge": -1, "e_tot_ev": -174280.3887}

---

No. 2
{"formula": "C32H70B2MgO17S7", "method": "ωB97M-V with the def2-TZVPD basis set", "elements": ["H", "H", "H", "H", "H", "O", "H", "H", "H", "O", "Mg", "H", "H", "H", "C", "H", "O", "B", "H", "H", "H", "C", "H", "O", "C", "S", "H", "O", "H", "C", "C", "O", "C", "H", "H", "C", "H", "H", "H", "O", "S", "H", "H", "C", "H", "H", "C", "H", "S", "H", "O", "H", "H", "C", "H", "S", "H", "S", "H", "H", "S", "H", "C", "C", "H", "O", "H", "H", "H", "H", "H", "C", "S", "H", "H", "C", "O", "B", "O", "O", "C", "C", "H", "C", "C", "O", "C", "C", "H", "H", "C", "H", "C", "H", "H", "C", "H", "H", "H", "C", "H", "H", "C", "H", "O", "C", "H", "H", "H", "H", "H", "H", "O", "O", "C", "H", "H", "C", "H", "H", "C", "H", "H", "C", "C", "H", "C", "H", "O"], "xyz": [[2.578, -4.361, 2.420], [4.108, 2.190, 1.361], [0.173, -0.476, 0.196], [3.530, -2.315, -2.893], [-1.900, -5.468, -6.801], [5.500, 4.201, 2.857], [1.125, 3.988, 3.736], [-5.795, 3.575, -0.050], [-2.739, -1.755, 2.356], [0.216, 4.197, -2.058], [-0.511, 1.082, -3.111], [3.559, -2.177, 4.133], [0.597, 1.538, -5.027], [3.234, 6.545, -0.067], [0.188, 4.504, 3.945], [-3.098, -3.889, -8.221], [5.455, -4.323, -2.967], [0.011, 0.100, -0.702], [7.387, 1.913, 3.866], [4.097, -4.255, 3.196], [-0.794, 3.805, 2.115], [-2.074, -3.665, -7.923], [-0.489, 7.557, -1.807], [-6.487, -3.837, 2.117], [-0.962, 3.909, 3.187], [-4.767, 2.873, -2.070], [-0.183, -0.587, -1.512], [0.433, 6.063, -3.828], [-0.096, 1.701, 5.569], [3.632, -5.734, -1.613], [2.178, -4.162, -2.829], [2.698, -2.112, 6.528], [7.266, 2.657, 3.079], [-2.026, -3.989, -4.569], [0.854, 0.694, -1.018], [1.233, 7.276, -0.370], [2.902, 6.648, -2.453], [1.623, -5.064, -0.959], [-6.549, 3.095, -3.626], [-0.862, 4.991, 6.402], [1.983, -3.033, 5.635], [-1.485, -4.024, -8.767], [2.005, -5.325, 6.585], [6.592, 4.803, 3.273], [5.707, 1.414, 1.102], [-8.270, 1.685, -1.828], [5.189, 2.323, 1.406], [3.700, -6.012, -0.561], [4.577, -4.181, -1.818], [1.948, 5.281, 0.048], [-3.710, 1.871, -2.362], [1.263, -3.571, -2.882], [3.032, 4.892, -2.207], [2.108, -5.374, -1.885], [-2.870, -3.507, 0.216], [-2.758, -2.092, -5.946], [2.429, -4.430, -3.855], [-5.259, -4.273, 2.831], [-2.277, -1.477, -8.360], [0.477, 5.551, 3.854], [0.652, 5.577, -2.454], [1.391, 0.218, -4.153], [5.723, 2.772, 2.754], [2.298, 6.168, -0.480], [-4.549, 2.336, 0.221], [-1.871, -1.347, -5.062], [-1.857, 4.524, 3.284], [-0.811, 0.779, -0.534], [-1.116, 1.698, 3.405], [1.905, 1.835, -3.887], [2.030, -2.161, 3.329], [-3.058, -3.692, 1.274], [0.035, 4.070, 5.745], [3.649, -4.768, 6.218], [-0.607, -4.212, -6.473], [-6.392, 2.355, -2.841], [-5.337, -5.164, 4.021], [1.537, 1.166, -4.649], [-4.205, -1.814, -6.053], [6.681, 5.977, 3.517], [3.028, -4.201, 3.400], [-7.400, 2.319, -1.658], [-0.803, -2.042, -7.464], [2.621, -4.800, 5.856], [-1.872, -2.177, -7.630], [7.511, 3.945, 3.473], [-1.654, -4.411, -6.701], [0.021, 6.807, -1.203], [-2.057, -3.961, 1.611], [7.804, 2.406, 2.165], [2.433, 5.778, -1.993], [-7.848, 3.277, -1.396], [-0.827, 2.494, 5.413], [-4.182, -1.743, 1.550], [-3.492, -4.415, -5.460], [-1.395, 2.612, 3.929], [-7.247, 1.906, 0.480], [-3.447, -5.660, 1.834], [-1.557, 2.505, 6.223], [-5.412, 2.611, -0.385], [3.219, -6.227, 4.365], [-4.669, -5.135, 0.656], [-4.200, -2.853, 3.385], [-2.484, 2.630, 3.922], [-4.586, 4.272, -2.290], [-6.662, 1.788, -0.432], [-3.545, -3.318, 4.123], [-6.244, 1.377, -3.299], [5.235, 2.268, 3.588], [-6.452, 0.724, -0.541], [1.580, -5.634, 4.110], [2.918, -2.734, -1.277], [5.130, -3.842, -0.510], [1.351, 3.863, 6.319], [-4.047, -4.817, 1.492], [4.157, -6.502, -2.180], [1.055, 7.641, 0.642], [2.677, -2.789, 3.942], [5.373, 3.150, 0.720], [-4.857, -2.244, 4.006], [2.590, -5.336, 4.390], [1.525, -6.159, -2.367], [1.660, 8.181, -0.802], [-2.545, -3.880, -5.521], [3.185, -3.130, -2.256], [2.283, 1.063, -5.421], [-3.535, -2.445, 2.076], [-0.618, 6.146, -0.617], [0.551, -3.081, 5.482]], "de_lowest_ev": 8.885, "homo_energy_ha": -0.37502, "e_tot_ev": -151760.5990}